{"formula": "C36H65Cl12CuN6O8Pd", "method": "the ωB97M-V functional and the def2-TZVPD basis", "symbols": ["C", "C", "N", "C", "C", "N", "C", "C", "H", "H", "H", "H", "H", "H", "H", "H", "H", "H", "H", "Cu", "Pd", "C", "C", "C", "O", "C", "C", "C", "O", "O", "O", "H", "H", "Cl", "C", "C", "Cl", "H", "H", "H", "H", "Cl", "C", "C", "Cl", "H", "H", "H", "H", "Cl", "C", "C", "Cl", "H", "H", "H", "H", "Cl", "C", "C", "Cl", "H", "H", "H", "H", "Cl", "C", "C", "Cl", "H", "H", "H", "H", "Cl", "C", "C", "Cl", "H", "H", "H", "H", "C", "O", "N", "C", "C", "H", "H", "H", "H", "H", "H", "H", "C", "O", "N", "C", "C", "H", "H", "H", "H", "H", "H", "H", "C", "O", "N", "C", "C", "H", "H", "H", "H", "H", "H", "H", "C", "O", "N", "C", "C", "H", "H", "H", "H", "H", "H", "H"], "xyz": [[-3.129, -5.910, -1.806], [-3.864, -6.470, -0.577], [-5.006, -5.670, -0.145], [-4.967, -4.328, 0.133], [-6.157, -3.980, 0.702], [-6.947, -5.098, 0.653], [-6.262, -6.087, 0.076], [-8.317, -5.340, 1.169], [-3.469, -6.340, -2.744], [-2.061, -6.037, -1.644], [-3.272, -4.832, -1.909], [-3.196, -6.512, 0.284], [-4.258, -7.463, -0.785], [-4.062, -3.752, 0.033], [-6.463, -3.040, 1.121], [-6.544, -7.124, -0.018], [-8.779, -5.958, 0.404], [-8.824, -4.381, 1.198], [-8.281, -5.860, 2.121], [3.634, 3.881, -0.684], [2.787, 3.276, 3.090], [1.235, 0.324, -1.476], [0.069, -0.424, -1.190], [-0.610, -0.267, 0.137], [-1.674, -0.818, 0.416], [-0.056, 0.634, 1.092], [1.087, 1.468, 0.804], [1.779, 1.300, -0.596], [2.773, 1.960, -0.887], [1.591, 2.215, 1.622], [-0.321, -1.238, -2.032], [1.794, 0.152, -2.389], [-0.544, 0.743, 2.053], [-7.774, -1.967, -1.165], [-6.367, -1.164, -1.845], [-5.852, -0.079, -0.928], [-6.934, 1.313, -0.992], [-6.620, -0.738, -2.815], [-5.624, -1.929, -2.080], [-4.876, 0.228, -1.320], [-5.621, -0.347, 0.102], [-2.998, 4.899, 3.078], [-2.702, 3.688, 1.803], [-3.863, 2.709, 1.672], [-5.414, 3.562, 1.431], [-1.758, 3.165, 1.965], [-2.657, 4.212, 0.849], [-3.981, 2.029, 2.515], [-3.782, 2.088, 0.779], [1.266, -2.822, 0.042], [2.622, -2.462, -1.048], [2.234, -2.716, -2.492], [2.281, -4.437, -2.988], [3.461, -3.058, -0.698], [2.904, -1.414, -0.952], [2.863, -2.091, -3.129], [1.245, -2.302, -2.696], [4.775, -0.515, -3.945], [4.321, 0.571, -5.256], [2.829, 0.770, -5.206], [2.353, 1.849, -6.522], [4.712, 0.107, -6.158], [4.876, 1.494, -5.108], [2.497, 1.254, -4.287], [2.293, -0.171, -5.314], [-1.530, 2.135, -4.287], [-1.145, 2.446, -2.572], [-2.287, 2.053, -1.631], [-3.517, 3.370, -1.696], [-0.967, 3.507, -2.398], [-0.198, 1.915, -2.463], [-1.868, 1.995, -0.626], [-2.763, 1.141, -1.979], [-2.718, -1.243, 4.888], [-2.789, -2.017, 3.275], [-1.399, -2.130, 2.706], [-0.418, -3.347, 3.565], [-3.374, -1.330, 2.664], [-3.313, -2.964, 3.365], [-0.855, -1.188, 2.772], [-1.394, -2.407, 1.650], [6.588, 2.400, -1.264], [5.530, 3.032, -1.282], [6.856, 1.354, -0.479], [8.197, 0.775, -0.462], [5.942, 0.868, 0.509], [7.363, 2.718, -1.966], [8.764, 1.061, 0.424], [8.767, 1.107, -1.329], [8.164, -0.313, -0.520], [5.676, -0.175, 0.341], [6.207, 0.966, 1.565], [5.000, 1.414, 0.419], [2.368, 4.523, -3.657], [3.108, 4.239, -2.693], [2.870, 4.652, -4.877], [2.058, 5.152, -6.002], [4.290, 4.615, -5.187], [1.294, 4.699, -3.548], [2.311, 4.648, -6.932], [2.248, 6.214, -6.151], [1.010, 4.943, -5.794], [4.627, 5.500, -5.719], [4.878, 4.570, -4.267], [4.591, 3.686, -5.665], [3.738, 0.264, 4.477], [3.325, 1.343, 4.061], [3.459, -0.912, 3.900], [4.092, -2.122, 4.419], [2.616, -1.043, 2.744], [4.321, 0.160, 5.398], [4.763, -1.912, 5.251], [4.813, -2.584, 3.736], [3.302, -2.834, 4.650], [2.443, -0.073, 2.268], [3.097, -1.522, 1.887], [1.673, -1.520, 3.005], [-0.150, 3.101, 4.784], [1.042, 3.076, 4.466], [-0.746, 2.149, 5.505], [-2.202, 2.139, 5.631], [-0.050, 0.976, 5.942], [-0.814, 3.928, 4.499], [-2.604, 1.423, 4.905], [-2.672, 3.103, 5.462], [-2.471, 1.721, 6.600], [1.006, 1.108, 6.180], [-0.537, 0.539, 6.813], [-0.012, 0.159, 5.207]], "mulliken_charge": [-0.99, -0.33, 0.26, -0.74, -1.04, 0.12, -0.14, -0.89, 0.35, 0.33, 0.27, 0.33, 0.28, 1.00, 0.68, 0.39, 0.39, 0.34, 0.33, 0.20, 0.63, -0.79, 0.98, -0.11, -1.09, -0.17, -0.42, 1.62, 0.07, -0.59, -0.75, 0.07, 1.45, -0.15, -0.37, 0.37, -0.12, 0.44, 0.18, -0.41, 0.11, -0.15, 0.17, 0.22, -0.11, -0.27, 0.34, 0.26, -0.46, -0.07, -0.07, 0.24, -0.19, 0.74, -0.37, -0.07, -0.01, -0.17, -0.31, 0.12, -0.14, 0.47, 0.06, -0.37, 0.41, -0.16, 0.41, 0.48, -0.06, 0.56, -0.89, -0.66, 0.38, -0.14, -0.23, 1.32, -0.18, -0.09, 0.49, -1.05, 0.09, -0.02, -0.50, 0.27, -0.92, -0.71, 0.43, 0.35, 0.31, 0.32, 0.37, 0.42, -0.26, 0.13, -0.47, 0.31, -1.01, -0.97, 0.40, 0.38, 0.35, 0.29, 0.37, 0.32, 0.21, -0.25, -0.38, 0.38, -0.88, -0.11, 0.40, 0.31, 0.33, 0.31, -0.50, 0.36, 0.03, -0.17, -0.62, 0.18, -0.66, -0.89, 0.55, 0.05, 0.39, 0.32, 0.30, 0.39, 0.16], "charge": 3, "energy_ha": -9630.85427, "multiplicity": 4, "s2": 3.82}